1.
Here is an isolated molecule of C13H13NO4 in a non-equilibrium geometry from the Open Molecules 2025 dataset. Energies are from wB97M-V/def2-TZVPD.

Each line ends with the Löwdin charge.
Cartesian coordinates (Å):
1 O 2.56 -3.13 1.38  0.0994
2 C 2.44 -2.21 0.62  -0.3285
3 O 3.52 -1.81 -0.14  -0.0656
4 C 3.87 -0.42 0.08  -0.1629
5 C 2.68 0.54 -0.38  -0.1813
6 C 1.91 1.17 0.83  -0.1973
7 C 0.71 2.12 0.44  -0.1550
8 C -0.51 1.25 0.01  -0.1806
9 C -0.52 0.70 -1.35  -0.0187
10 C -1.57 -0.14 -1.87  0.0167
11 C -2.68 -0.44 -0.98  -0.0590
12 C -2.67 0.11 0.37  -0.0501
13 C -1.63 0.97 0.90  0.0517
14 C -3.97 -0.44 1.01  -0.3739
15 O -4.35 -0.44 2.14  0.1230
16 N -4.75 -1.08 -0.04  0.1481
17 C -3.95 -1.29 -1.21  -0.3918
18 O -4.17 -1.93 -2.20  0.1262
19 H 1.41 -1.75 0.55  0.1507
20 H 4.71 -0.21 -0.62  0.1272
21 H 4.17 -0.22 1.14  0.1325
22 H 2.04 -0.09 -1.05  0.0958
23 H 3.10 1.36 -1.02  0.1192
24 H 1.51 0.35 1.49  0.1107
25 H 2.64 1.78 1.42  0.1189
26 H 0.41 2.65 1.39  0.1147
27 H 0.98 2.91 -0.30  0.1215
28 H 0.35 0.93 -2.01  0.1059
29 H -1.60 -0.59 -2.89  0.1206
30 H -1.71 1.37 1.92  0.1258
31 H -4.94 -2.01 0.36  0.1563

The SMILES is O=COCCCCc1ccc2c(c1)C(=O)NC2=O. The frontier orbital gap comes out at 0.340 Ha. As for the net charge: 0. The calculation puts the largest force on an atom at 2.91 eV Å⁻¹.



2.
Here is the ion C5H9N2O with charge +1 in a non-equilibrium geometry from the Open Molecules 2025 dataset. Energies are from wB97M-V/def2-TZVPD.

Each line ends with the Löwdin charge.
Cartesian coordinates (Å):
1 H -1.30 3.02 -0.20  0.0813
2 N -1.76 2.13 -0.08  0.2216
3 C -1.18 1.05 -0.19  -0.2084
4 C -1.63 -0.51 0.14  -0.2589
5 O -2.63 -1.11 0.11  0.2122
6 C -0.14 -0.82 0.34  -0.2438
7 C 0.33 -2.15 -0.24  -0.0261
8 C 0.26 0.50 -0.36  -0.1820
9 N 1.35 1.30 0.27  0.2455
10 H 0.08 -0.79 1.41  0.1619
11 H -0.20 -2.95 0.26  0.1000
12 H 1.40 -2.30 -0.09  0.0856
13 H 0.12 -2.21 -1.30  0.0956
14 H 0.48 0.34 -1.42  0.1720
15 H 1.49 0.98 1.24  0.1823
16 H 1.08 2.30 0.32  0.1751
17 H 2.24 1.22 -0.24  0.1860

The SMILES is [H]/N=C1/C(=O)[C@@H](C)[C@@H]1[NH3+]. The frontier orbital gap comes out at 0.334 Ha. As for the net charge: +1. The calculation puts the largest force on an atom at 2.46 eV Å⁻¹.



3.
Here is a structure of composition C30H40BN9O8Pb in a non-equilibrium geometry from the Open Molecules 2025 dataset. Energies are from wB97M-V/def2-TZVPD.

Each line ends with the Löwdin charge.
Cartesian coordinates (Å):
1 Pb 11.28 13.27 9.01  1.6667
2 C 6.70 11.97 10.11  -0.0717
3 C 6.31 12.29 8.68  -0.3725
4 C 5.47 11.20 7.93  -0.0753
5 C 7.52 12.74 7.85  -0.2701
6 C 8.07 12.21 6.62  0.0010
7 C 9.17 13.03 6.32  -0.0987
8 N 9.23 13.99 7.30  -0.1319
9 N 8.25 13.75 8.25  0.1153
10 B 9.96 15.33 6.99  -0.5951
11 N 11.42 15.07 6.41  -0.0319
12 C 12.25 15.81 5.62  -0.0599
13 C 13.40 15.07 5.38  0.0037
14 C 13.16 13.84 6.08  -0.3187
15 N 11.97 13.85 6.59  -0.0615
16 C 14.05 12.63 6.18  -0.3955
17 C 15.42 12.94 6.73  -0.0732
18 C 14.16 11.97 4.81  -0.0636
19 N 9.98 16.24 8.23  -0.0284
20 C 9.40 17.44 8.47  -0.0921
21 C 9.33 17.74 9.80  -0.0051
22 C 10.14 16.69 10.41  -0.2738
23 N 10.40 15.74 9.48  0.0362
24 C 10.49 16.52 11.84  -0.3527
25 C 11.83 17.32 12.05  -0.0520
26 C 9.24 16.97 12.64  -0.0529
27 H 5.84 11.51 10.65  0.0868
28 H 6.99 12.96 10.55  0.0900
29 H 7.63 11.35 10.14  0.0561
30 H 5.71 13.23 8.68  0.1378
31 H 6.06 10.27 7.74  0.0756
32 H 5.10 11.51 6.96  0.0614
33 H 4.61 10.90 8.65  0.0989
34 H 7.70 11.41 5.97  0.1072
35 H 9.84 13.00 5.47  0.1250
36 H 9.31 15.91 6.04  0.1276
37 H 12.10 16.78 5.17  0.1220
38 H 14.35 15.26 4.78  0.1285
39 H 13.58 11.97 6.93  0.1246
40 H 16.10 13.43 6.00  0.0915
41 H 15.95 12.02 7.12  0.0936
42 H 15.34 13.71 7.54  0.0710
43 H 14.60 12.68 4.09  0.0877
44 H 13.20 11.73 4.36  0.0813
45 H 14.79 11.09 4.96  0.0805
46 H 8.87 18.02 7.65  0.1450
47 H 9.12 18.75 10.10  0.0979
48 H 10.75 15.49 12.10  0.1176
49 H 11.68 18.41 11.82  0.0916
50 H 12.55 16.95 11.29  0.0615
51 H 12.26 17.24 13.07  0.0781
52 H 9.11 18.04 12.66  0.0693
53 H 9.37 16.65 13.68  0.0846
54 H 8.38 16.50 12.20  0.0759
55 O 10.91 11.84 13.20  0.0462
56 C 11.31 12.26 12.10  -0.6094
57 O 10.61 12.33 11.01  -0.2484
58 C 12.81 12.51 11.97  -0.1117
59 C 13.73 11.58 12.46  0.1115
60 C 15.11 11.68 12.03  -0.0782
61 C 15.58 12.75 11.23  0.1164
62 C 14.66 13.77 10.92  -0.1514
63 C 13.31 13.59 11.24  -0.0237
64 N 15.06 14.85 10.14  -0.3401
65 O 14.21 15.62 9.70  0.0692
66 O 16.26 14.94 9.87  0.0866
67 N 16.09 10.76 12.59  -0.2973
68 O 15.59 9.97 13.45  0.0521
69 O 17.28 10.82 12.19  0.0761
70 H 13.31 10.90 13.15  0.1191
71 H 16.59 12.75 10.83  0.1348
72 H 12.68 14.45 11.00  0.0739
73 O 10.73 10.72 8.35  -0.0380
74 C 10.04 10.02 9.11  -0.4379
75 O 8.72 9.91 8.93  0.1002
76 C 10.48 9.41 10.42  -0.2568
77 N 9.40 9.36 11.45  -0.0156
78 C 9.56 8.15 12.26  -0.1764
79 C 10.94 7.60 11.83  -0.1557
80 C 11.00 7.99 10.38  -0.1420
81 H 11.32 10.07 10.81  0.1498
82 H 8.36 9.34 9.64  0.1209
83 H 9.35 10.20 12.03  0.1117
84 H 8.69 7.53 11.97  0.1110
85 H 9.46 8.42 13.32  0.1199
86 H 11.05 6.51 12.01  0.1215
87 H 11.73 8.13 12.32  0.1009
88 H 10.35 7.31 9.84  0.1202
89 H 11.98 7.93 9.91  0.1258

The frontier orbital gap comes out at 0.250 Ha. As for the net charge: 0. The calculation puts the largest force on an atom at 3.82 eV Å⁻¹.



4.
Here is a cluster of 2 separate species, C4H7N3 in total in a non-equilibrium geometry from the Open Molecules 2025 dataset. Energies are from wB97M-V/def2-TZVPD.

Each line ends with the Löwdin charge.
Cartesian coordinates (Å):
1 C -1.81 0.51 0.79  0.0289
2 C -0.68 0.89 0.17  -0.1706
3 C 0.50 0.06 0.16  -0.2774
4 N 0.47 -1.17 0.13  -0.0778
5 N 1.59 -1.92 0.14  0.0152
6 H -1.89 -0.39 1.34  0.0453
7 H -2.75 1.04 0.78  0.0486
8 H -0.72 1.73 -0.43  0.0635
9 H 1.57 0.62 0.43  0.1652
10 H 2.44 -1.48 0.54  0.0916
11 H 1.48 -2.75 0.65  0.0587
12 C 0.14 -0.45 -2.87  -0.1227
13 N 1.12 -0.06 -3.21  0.0678
14 H -0.79 -0.84 -2.50  0.0637

The SMILES is C=C/C=N/N.C#N. The frontier orbital gap comes out at 0.368 Ha. As for the net charge: 0. The calculation puts the largest force on an atom at 5.59 eV Å⁻¹.



5.
Here is a structure of composition C3H5O4Tl in a non-equilibrium geometry from the Open Molecules 2025 dataset. Energies are from wB97M-V/def2-TZVPD.

Each line ends with the Löwdin charge.
Cartesian coordinates (Å):
1 O 0.07 -2.14 1.24  0.0787
2 C -0.04 -1.20 0.31  -0.5863
3 C 0.64 -3.34 0.67  -0.0807
4 O -0.45 -0.09 0.51  -0.1983
5 O 0.31 -1.65 -0.89  0.0856
6 C 0.57 -3.06 -0.83  -0.0822
7 H 0.03 -4.19 0.99  0.1357
8 H 1.66 -3.43 1.05  0.1354
9 H -0.25 -3.58 -1.33  0.1357
10 H 1.52 -3.26 -1.35  0.1349
11 O -1.22 3.28 2.92  -0.6458
12 H -0.59 3.71 3.50  -0.0985
13 Tl -1.10 1.68 1.58  0.9859

The frontier orbital gap comes out at 0.260 Ha. As for the net charge: 0. The calculation puts the largest force on an atom at 4.82 eV Å⁻¹.



6.
Here is a structure of composition C32H26N4O3PdS3 from the Open Molecules 2025 dataset. Energies are from wB97M-V/def2-TZVPD.

Each line ends with the Löwdin charge.
Cartesian coordinates (Å):
1 Pd 0.20 -0.53 -0.95  0.7040
2 O 1.55 1.74 -0.05  -0.3595
3 S 0.35 2.40 -0.54  0.5939
4 O -0.20 3.52 0.17  -0.2768
5 N -0.76 1.24 -0.84  -0.2302
6 C -2.00 1.19 -0.20  -0.2705
7 C -2.83 2.26 0.02  -0.0125
8 C -4.08 2.09 0.65  -0.0617
9 C -4.52 0.85 1.04  -0.0429
10 C -3.69 -0.27 0.83  -0.1503
11 C -4.05 -1.58 1.21  0.0011
12 C -3.20 -2.62 0.99  -0.0419
13 C -1.96 -2.36 0.38  -0.1264
14 N -1.60 -1.16 0.02  0.0187
15 C -2.44 -0.09 0.21  -0.1626
16 C 0.80 2.98 -2.16  -0.2903
17 C 2.01 2.60 -2.71  -0.0693
18 C 2.38 3.09 -3.96  -0.0777
19 C 1.53 3.95 -4.64  -0.0851
20 C 0.32 4.33 -4.08  -0.0755
21 C -0.05 3.85 -2.83  -0.0615
22 H -2.51 3.25 -0.26  0.1016
23 H -4.71 2.96 0.81  0.1070
24 H -5.49 0.72 1.52  0.1092
25 H -5.01 -1.74 1.69  0.1201
26 H -3.45 -3.63 1.28  0.1097
27 H -1.24 -3.15 0.19  0.0884
28 H 2.66 1.94 -2.15  0.1121
29 H 3.32 2.80 -4.39  0.1076
30 H 1.82 4.33 -5.61  0.1041
31 H -0.34 5.01 -4.61  0.1060
32 H -0.98 4.15 -2.37  0.1148
33 C -0.30 0.65 -4.63  -0.0042
34 C 0.41 -0.64 -4.40  -0.3060
35 C 0.75 -1.50 -5.44  -0.0188
36 C 1.34 -2.71 -5.09  -0.1233
37 N 1.55 -3.09 -3.84  0.0660
38 C 1.19 -2.21 -2.91  -0.8083
39 S 1.28 -2.56 -1.21  0.6167
40 N 0.68 -0.99 -3.15  0.0155
41 H -0.46 0.83 -5.70  0.0853
42 H 0.26 1.48 -4.21  0.0436
43 H -1.27 0.63 -4.12  0.0967
44 H 0.57 -1.24 -6.47  0.1062
45 H 1.65 -3.41 -5.86  0.1100
46 O -0.32 0.77 2.27  -0.4731
47 S 0.76 -0.24 2.06  0.9529
48 C 2.03 0.10 3.28  -0.3507
49 C 1.82 1.12 4.18  -0.0583
50 C 2.81 1.40 5.11  -0.0708
51 C 3.99 0.67 5.12  -0.0848
52 C 4.19 -0.35 4.19  -0.0783
53 C 3.21 -0.63 3.26  -0.0760
54 C 0.16 -1.77 2.76  -0.3741
55 C 0.74 -2.97 2.37  -0.1115
56 C 0.23 -4.16 2.86  -0.0729
57 C -0.86 -4.15 3.72  -0.0835
58 C -1.44 -2.95 4.09  -0.0761
59 C -0.94 -1.75 3.61  -0.0663
60 H 0.90 1.68 4.13  0.1111
61 H 2.67 2.20 5.83  0.1050
62 H 4.76 0.89 5.85  0.1020
63 H 5.12 -0.91 4.19  0.1044
64 H 3.37 -1.41 2.52  0.1089
65 H 1.57 -2.97 1.67  0.0753
66 H 0.68 -5.10 2.56  0.1082
67 H -1.25 -5.08 4.10  0.1027
68 H -2.30 -2.94 4.76  0.1065
69 H -1.39 -0.79 3.86  0.1162

The frontier orbital gap comes out at 0.270 Ha. As for the net charge: 0. The calculation puts the largest force on an atom at 0.86 eV Å⁻¹.